Molecular formula: C36H25BrCuF4N5O2PS
Method: DFT, ωB97M-V/def2-TZVPD

Element x y z (Å)
Cu  0.62  -0.61  1.37
F  -3.15  1.59  6.88
C  -2.89  1.21  5.62
C  -3.51  1.83  4.56
F  -4.39  2.82  4.81
C  -3.21  1.41  3.27
F  -3.89  2.07  2.29
C  -2.32  0.41  2.97
P  -1.40  -0.16  0.52
C  -1.87  1.55  0.19
C  -2.91  1.92  -0.66
C  -3.17  3.25  -0.91
C  -2.39  4.24  -0.33
C  -1.35  3.88  0.51
C  -1.09  2.55  0.77
C  -2.78  -1.33  0.63
C  -4.12  -0.93  0.64
C  -5.13  -1.89  0.66
C  -4.81  -3.24  0.70
C  -3.48  -3.63  0.71
C  -2.47  -2.68  0.67
C  -1.75  -0.19  4.06
Br  -0.54  -1.71  3.89
C  -2.00  0.18  5.38
F  -1.42  -0.42  6.43
H  -3.52  1.16  -1.13
H  -3.99  3.53  -1.58
H  -2.60  5.28  -0.53
H  -0.73  4.64  0.98
H  -0.29  2.27  1.45
H  -4.36  0.12  0.66
H  -6.16  -1.57  0.67
H  -5.60  -3.98  0.72
H  -3.22  -4.68  0.76
H  -1.44  -3.00  0.68
N  8.81  0.25  -2.13
C  7.43  0.02  -2.03
C  6.54  1.08  -1.91
C  5.17  0.85  -1.84
C  4.69  -0.45  -1.88
C  5.57  -1.51  -2.02
C  6.93  -1.28  -2.10
S  2.96  -0.72  -1.70
O  2.66  -2.02  -2.26
O  2.31  0.42  -2.29
N  2.58  -0.73  -0.16
C  3.29  -0.83  0.95
N  2.48  -0.78  2.06
C  3.03  -0.87  3.27
C  4.40  -1.00  3.43
C  5.14  -1.04  2.26
N  4.64  -0.96  1.04
H  9.10  1.11  -1.69
H  9.37  -0.53  -1.82
H  6.91  2.10  -1.89
H  4.48  1.67  -1.76
H  5.18  -2.52  -2.07
H  7.61  -2.12  -2.22
H  2.34  -0.83  4.10
H  4.85  -1.07  4.41
H  6.22  -1.15  2.31
C  -0.83  -0.61  -1.24
C  -1.76  -0.41  -2.39
C  -2.85  -1.25  -2.63
C  -3.73  -1.00  -3.67
C  -3.53  0.10  -4.50
C  -2.43  0.94  -4.29
C  -1.57  0.68  -3.24
C  -4.44  0.37  -5.57
N  -5.17  0.59  -6.44
H  0.09  -0.04  -1.40
H  -0.51  -1.66  -1.18
H  -3.02  -2.11  -1.99
H  -4.57  -1.66  -3.84
H  -2.27  1.79  -4.94
H  -0.72  1.33  -3.07

Results
- Net charge: -1
- HOMO level: -5.16 eV
- Gap between HOMO and LUMO: 7.5205 eV

natural (NBO) atomic charge list, values in e, 2 entries: number 1, Cu, carries 0.72; number 2, F, carries -0.31

***

Molecular formula: C36H25N5O2OsSSbSe
Method: DFT, ωB97M-V/def2-TZVPD

Element x y z (Å)
Os  -1.06  -1.25  -1.01
O  -4.50  0.58  -0.04
C  -3.63  -0.21  -0.24
O  -2.51  0.07  -0.93
C  -3.67  -1.62  0.27
C  -4.77  -2.11  0.94
C  -4.75  -3.42  1.39
C  -3.61  -4.18  1.17
C  -2.54  -3.61  0.50
N  -2.56  -2.36  0.04
H  -5.62  -1.45  1.07
H  -5.60  -3.84  1.91
H  -3.53  -5.20  1.52
H  -1.63  -4.18  0.35
Se  4.42  -1.74  -6.34
N  3.70  -2.93  -5.24
C  2.78  -2.31  -4.55
C  1.95  -2.96  -3.55
C  2.02  -4.33  -3.27
C  1.16  -4.87  -2.34
C  0.25  -4.04  -1.70
N  0.17  -2.73  -1.94
C  1.01  -2.20  -2.87
C  0.84  -0.78  -3.17
N  -0.13  -0.14  -2.48
C  -0.43  1.13  -2.78
C  0.27  1.82  -3.76
C  1.29  1.19  -4.44
C  1.59  -0.15  -4.15
C  2.60  -0.92  -4.85
N  3.38  -0.42  -5.78
H  2.74  -4.94  -3.80
H  1.17  -5.92  -2.11
H  -0.44  -4.45  -0.99
H  -1.25  1.56  -2.24
H  -0.01  2.85  -3.98
H  1.85  1.70  -5.21
S  0.19  -1.04  0.68
Sb  0.46  1.35  1.60
C  2.26  0.83  2.52
C  2.20  -0.24  3.41
C  3.35  -0.65  4.06
C  4.55  0.01  3.82
C  4.61  1.08  2.93
C  3.46  1.49  2.27
C  0.38  2.83  0.14
C  -0.89  3.25  -0.27
C  -1.01  4.33  -1.13
C  0.13  4.98  -1.58
C  1.40  4.55  -1.18
C  1.53  3.48  -0.31
C  -1.05  1.51  3.02
C  -0.65  1.55  4.36
C  -1.62  1.76  5.33
C  -2.95  1.90  4.97
C  -3.34  1.85  3.64
C  -2.39  1.65  2.65
H  1.26  -0.75  3.62
H  3.31  -1.47  4.76
H  5.45  -0.30  4.33
H  5.54  1.59  2.75
H  3.52  2.34  1.59
H  -1.79  2.77  0.10
H  -1.99  4.67  -1.42
H  0.04  5.83  -2.24
H  2.28  5.07  -1.52
H  2.52  3.18  0.00
H  0.39  1.46  4.64
H  -1.32  1.81  6.37
H  -3.70  2.06  5.74
H  -4.38  1.97  3.36
H  -2.71  1.64  1.62

Results
- Net charge: +3
- HOMO level (alpha / beta): -16.39 / -16.39 eV
- Gap between HOMO and LUMO (alpha / beta): 5.4225 / 5.4142 eV
- Energy above the lowest of the compared OMol25 structures with the same formula, charge and spin: 0.4560 eV

Löwdin atomic charge list, values in e, 2 entries: number 1, Os, carries 1.24; number 2, O, carries 0.18

***

Molecular formula: C36H26AsInN5S
Method: DFT, ωB97M-V/def2-TZVPD

Element x y z (Å)
In  -0.22  -1.24  0.68
C  0.14  -4.25  3.77
C  -0.31  -3.57  4.90
C  -1.10  -2.46  4.74
C  -1.44  -2.01  3.45
N  -0.93  -2.64  2.37
C  -0.18  -3.75  2.54
N  -2.35  -0.97  3.39
C  -2.62  -0.25  2.37
N  -1.97  -0.22  1.16
C  -2.71  0.47  0.25
N  -2.57  0.47  -1.04
C  -1.97  -0.50  -1.78
C  -2.08  -0.40  -3.17
C  -1.73  -1.45  -3.98
C  -1.24  -2.63  -3.41
C  -1.05  -2.65  -2.05
N  -1.37  -1.61  -1.25
C  -3.80  1.15  0.97
C  -4.79  2.01  0.54
C  -5.74  2.41  1.47
C  -5.71  1.94  2.78
C  -4.72  1.06  3.21
C  -3.77  0.68  2.28
H  0.74  -5.15  3.86
H  -0.05  -3.92  5.89
H  -1.50  -1.91  5.58
H  0.17  -4.22  1.63
H  -2.49  0.52  -3.57
H  -1.86  -1.38  -5.05
H  -0.99  -3.49  -4.01
H  -0.62  -3.51  -1.55
H  -4.82  2.36  -0.49
H  -6.53  3.10  1.18
H  -6.46  2.27  3.48
H  -4.69  0.68  4.22
S  1.87  -1.10  2.00
C  2.24  0.63  1.83
C  2.72  1.28  2.97
C  3.14  2.60  2.90
C  3.06  3.30  1.71
C  2.55  2.68  0.58
C  2.14  1.34  0.63
As  1.33  0.49  -0.90
C  2.73  -0.74  -1.45
C  4.02  -0.64  -0.96
C  4.94  -1.64  -1.23
C  4.57  -2.75  -1.98
C  3.29  -2.84  -2.49
C  2.37  -1.84  -2.23
C  1.16  1.89  -2.23
C  1.91  1.88  -3.39
C  1.72  2.88  -4.34
C  0.78  3.87  -4.12
C  0.02  3.87  -2.96
C  0.20  2.88  -2.01
H  2.78  0.73  3.90
H  3.52  3.08  3.79
H  3.39  4.33  1.65
H  2.47  3.22  -0.35
H  4.32  0.22  -0.37
H  5.95  -1.56  -0.84
H  5.29  -3.54  -2.17
H  3.00  -3.69  -3.10
H  1.36  -1.90  -2.63
H  2.66  1.11  -3.55
H  2.32  2.88  -5.24
H  0.64  4.64  -4.87
H  -0.72  4.65  -2.80
H  -0.40  2.87  -1.11

Results
- Net charge: +1
- HOMO level: -10.75 eV
- Gap between HOMO and LUMO: 7.1861 eV
- Energy above the lowest of the compared OMol25 structures with the same formula, charge and spin: 0.3957 eV

natural (NBO) atomic charge list, values in e, 2 entries: number 1, In, carries 1.49; number 2, C, carries -0.25

***

- Which value of net charge does entry 3 give?
  +1

***

- What is the formula in the second record?
  C36H25N5O2OsSSbSe

***

- Which of these has the highest net charge?
  C36H25N5O2OsSSbSe